(1)
{"formula": "C26H35GeN4O2PRu", "method": "ωB97M-V/def2-TZVPD", "symbols": ["Ru", "N", "C", "N", "N", "C", "N", "H", "H", "H", "H", "C", "Ge", "C", "C", "C", "C", "C", "C", "C", "C", "C", "C", "C", "C", "C", "C", "C", "C", "H", "H", "H", "H", "H", "H", "H", "H", "H", "H", "H", "H", "H", "H", "H", "C", "C", "P", "C", "C", "C", "C", "H", "H", "H", "H", "H", "H", "H", "H", "H", "H", "H", "H", "H", "H", "H", "O", "C", "O", "H"], "positions_angstrom": [[-0.16152, 0.30381, -0.40030], [5.83352, -0.72105, -1.42905], [4.86136, -0.17454, -2.13315], [5.10186, 0.50493, -3.24366], [3.60458, -0.37815, -1.69786], [2.51886, 0.20741, -1.62906], [1.41481, 0.64852, -1.58907], [6.79782, -0.68839, -1.72315], [5.61389, -1.22379, -0.58489], [6.03785, 0.60764, -3.60709], [4.34102, 0.79117, -3.83432], [0.70471, 2.97637, 1.83636], [-0.45091, 2.85025, 0.30203], [-2.30672, 3.12983, 0.68150], [-2.77298, 2.71930, 1.93898], [-4.08366, 2.97095, 2.30969], [-4.93515, 3.63156, 1.43105], [-4.47908, 4.05267, 0.19018], [-3.16931, 3.80491, -0.18852], [0.24318, 4.05994, -1.10705], [1.01778, 5.12642, -0.60510], [1.42364, 6.17641, -1.40680], [1.07556, 6.19710, -2.76312], [0.33657, 5.14532, -3.31393], [-0.01164, 5.15943, -4.67825], [-0.74336, 4.10700, -5.24029], [-1.12167, 3.03874, -4.45165], [-0.78943, 3.01186, -3.09112], [-0.07658, 4.05548, -2.48553], [0.61873, 3.99616, 2.21757], [1.73271, 2.74778, 1.57510], [0.39559, 2.28877, 2.61730], [-2.10562, 2.23578, 2.64542], [-4.44041, 2.67459, 3.28756], [-5.95678, 3.83628, 1.72357], [-5.14505, 4.58781, -0.47411], [-2.81893, 4.15104, -1.15438], [1.29058, 5.14766, 0.44144], [1.99955, 6.99013, -0.98603], [1.38048, 7.02408, -3.39301], [0.29038, 5.99793, -5.29422], [-1.00750, 4.13151, -6.28894], [-1.67970, 2.22180, -4.88975], [-1.08221, 2.15916, -2.48998], [-3.92363, 1.08896, -2.24425], [-3.97765, 0.51514, -0.83574], [-2.51577, -0.43206, -0.33436], [-2.77956, -1.00946, 1.37694], [-4.24479, -1.21447, 1.77064], [-2.39241, -1.89638, -1.42589], [-3.48282, -2.95013, -1.21814], [-4.87857, 1.55288, -2.48787], [-3.73632, 0.31830, -2.99264], [-3.15763, 1.86025, -2.33264], [-4.80354, -0.19832, -0.75182], [-4.15092, 1.28422, -0.08444], [-2.31825, -0.27965, 2.04849], [-2.18952, -1.92278, 1.46629], [-4.78784, -0.27016, 1.78640], [-4.28047, -1.63438, 2.77506], [-4.76870, -1.90162, 1.10882], [-1.40407, -2.33565, -1.26349], [-2.40583, -1.52580, -2.45394], [-3.46967, -3.35565, -0.20798], [-3.30552, -3.77765, -1.90358], [-4.47558, -2.55351, -1.43036], [1.24357, 0.24444, 1.33328], [1.04190, -0.99204, 1.42364], [0.23095, -1.52657, 0.61910], [1.55300, -1.60964, 2.16939]], "e_homo_ev": [-16.64, -16.87], "charge": 3, "lumo_energy_ev": [-9.30, -11.69], "multiplicity": 6, "gap_ev": [7.3445, 5.1760], "s2": 8.80}

***

(2)
{"formula": "C26H35IrO5S", "method": "ωB97M-V/def2-TZVPD", "symbols": ["O", "C", "C", "H", "H", "C", "H", "H", "C", "H", "H", "H", "C", "H", "H", "H", "Ir", "C", "C", "C", "H", "C", "C", "H", "H", "H", "H", "C", "C", "C", "H", "C", "C", "H", "H", "H", "H", "O", "C", "C", "H", "H", "C", "H", "H", "C", "H", "H", "H", "H", "C", "C", "C", "C", "C", "C", "C", "S", "O", "O", "O", "H", "H", "H", "H", "H", "H", "H"], "positions_angstrom": [[-0.96909, -2.70569, -3.15115], [-2.33416, -3.10733, -2.83719], [-2.69325, -3.77615, -4.12908], [-2.88900, -2.17515, -2.73634], [-2.40793, -3.73329, -1.93861], [-1.22883, -3.41197, -4.41773], [-3.40663, -3.15426, -4.65908], [-2.89357, -4.84614, -4.11110], [-1.25567, -2.51850, -5.62737], [-1.91206, -1.66333, -5.43875], [-1.68658, -3.10153, -6.45287], [-0.28070, -2.12935, -5.92015], [-0.40966, -4.66724, -4.51739], [-0.49972, -5.23572, -3.58739], [0.63857, -4.46366, -4.73994], [-0.81843, -5.28275, -5.32059], [1.54324, -0.25356, -0.75151], [3.06805, -1.03009, 0.53463], [2.09359, -0.25410, 1.27868], [0.87592, -1.01969, 1.30913], [2.28280, 0.65540, 1.84149], [1.03864, -2.15850, 0.45920], [2.37969, -2.14725, -0.05108], [2.79345, -2.89117, -0.72038], [4.12193, -0.79435, 0.43560], [-0.01562, -0.73639, 1.85126], [0.30573, -2.93066, 0.25368], [1.88979, 1.72701, -1.30082], [2.44205, 0.83214, -2.31123], [1.33650, 0.15137, -2.94426], [3.49000, 0.73151, -2.57694], [0.12844, 0.70726, -2.41461], [0.45234, 1.65753, -1.40709], [-0.25277, 2.23323, -0.80970], [2.44152, 2.41870, -0.67558], [1.38954, -0.61837, -3.71678], [-0.87098, 0.50374, -2.78697], [-3.37365, -0.96035, -1.49888], [-2.03618, -0.91923, -0.83686], [-2.03575, -2.06962, 0.20132], [-1.92225, -0.01365, -0.20980], [-1.13929, -0.98057, -1.45897], [-3.53753, -2.25724, 0.44109], [-1.50504, -1.76307, 1.10261], [-1.53085, -2.98073, -0.16067], [-4.20861, -1.06762, -0.32517], [-3.79571, -2.28328, 1.49600], [-3.87356, -3.19500, -0.04240], [-4.09094, -0.09514, 0.21683], [-5.24287, -1.17676, -0.67039], [2.22628, 5.71977, 7.33361], [1.95263, 4.99444, 6.04785], [2.61855, 5.43172, 4.89029], [2.37042, 4.81501, 3.66880], [1.40431, 3.80070, 3.60546], [0.75174, 3.34054, 4.74718], [1.01303, 3.95420, 5.97485], [1.09704, 3.02452, 2.03056], [0.75063, 4.15523, 1.19671], [2.42058, 2.41011, 1.77084], [0.08005, 2.00927, 2.24779], [3.28075, 5.63675, 7.63040], [2.01809, 6.79301, 7.22626], [1.60789, 5.33884, 8.15121], [3.30927, 6.27958, 4.95802], [2.94906, 5.09783, 2.79441], [0.07893, 2.49515, 4.67549], [0.47585, 3.65388, 6.88356]], "e_homo_ev": [-3.97, -7.98], "charge": 0, "lumo_energy_ev": [-0.12, -3.29], "multiplicity": 5, "gap_ev": [3.8474, 4.6877], "s2": 6.05}

***

(3)
{"formula": "C26H35N3O10Sr", "method": "ωB97M-V/def2-TZVPD", "symbols": ["Sr", "C", "C", "O", "H", "H", "H", "H", "H", "C", "C", "O", "H", "H", "H", "H", "H", "C", "C", "O", "H", "H", "H", "H", "H", "C", "C", "O", "H", "H", "H", "H", "H", "C", "C", "C", "C", "C", "C", "N", "O", "O", "H", "H", "H", "H", "H", "C", "C", "C", "C", "C", "C", "N", "O", "O", "H", "H", "H", "H", "H", "C", "C", "C", "C", "C", "C", "N", "O", "O", "H", "H", "H", "H", "H"], "positions_angstrom": [[-0.59562, 1.04842, -0.52319], [2.51697, 0.50083, 3.28651], [1.09361, 0.16925, 3.00484], [0.16944, 0.87582, 2.15912], [3.14129, -0.07040, 3.97354], [2.76192, 1.54601, 3.47544], [2.93016, 0.31509, 2.29510], [0.63763, 0.21842, 3.99366], [1.00034, -0.89263, 2.77726], [-3.27596, 0.36714, -3.62542], [-1.96353, 0.82285, -4.15829], [-1.23418, 1.31752, -3.01381], [-3.75580, -0.03292, -4.51863], [-3.84615, 1.13687, -3.10534], [-2.98949, -0.43285, -2.94274], [-2.27244, 1.62966, -4.82291], [-1.32289, 0.08379, -4.63941], [-0.93856, 5.67412, 1.10036], [-0.28139, 4.51133, 0.39386], [-1.13841, 3.63777, -0.29047], [-1.59255, 5.35746, 1.91285], [-1.78782, 6.05889, 0.53573], [-0.35225, 6.58473, 1.22337], [0.24198, 3.84477, 1.07934], [0.34202, 4.88905, -0.41655], [-5.52825, 0.27358, 0.63958], [-4.00417, 0.03992, 0.66133], [-3.13622, 1.22341, 0.53490], [-5.77724, 0.94247, 1.46341], [-6.09715, -0.64142, 0.80458], [-5.83107, 0.82418, -0.25105], [-3.76509, -0.74103, -0.06051], [-3.82595, -0.45620, 1.61537], [-3.18974, -4.58865, 3.50194], [-2.43061, -3.41961, 3.52821], [-1.88789, -2.88879, 2.38451], [-2.17777, -3.49155, 1.14507], [-2.86742, -4.73247, 1.15328], [-3.47550, -5.25669, 2.33500], [-1.71062, -2.87607, -0.18000], [-1.94245, -3.44544, -1.26898], [-1.08618, -1.81584, -0.10942], [-3.53182, -5.06523, 4.40872], [-2.12909, -2.88680, 4.41794], [-1.22168, -2.04444, 2.48265], [-3.05871, -5.15609, 0.17842], [-4.11672, -6.12565, 2.34660], [5.82282, 4.51531, -1.55941], [5.39771, 3.22386, -1.20587], [4.06382, 2.87356, -1.48617], [3.10677, 3.78498, -1.98323], [3.59316, 5.04975, -2.29323], [4.94357, 5.40644, -2.12979], [1.72964, 3.47031, -2.29729], [1.12616, 4.19936, -3.07767], [1.28541, 2.48570, -1.81679], [6.88776, 4.66606, -1.46149], [6.16902, 2.55744, -0.84901], [3.80650, 1.84950, -1.25927], [3.01849, 5.82382, -2.78004], [5.25393, 6.39037, -2.44911], [2.07679, -5.35322, 0.64203], [2.19678, -5.44792, -0.72330], [2.22664, -4.28360, -1.52967], [2.13473, -3.06193, -0.77043], [2.07842, -3.03478, 0.64137], [1.99522, -4.23486, 1.35974], [2.01396, -1.76208, -1.48322], [1.49617, -0.85953, -0.89755], [2.62963, -1.63036, -2.51414], [1.99004, -6.29918, 1.15588], [2.13674, -6.45678, -1.10407], [2.34779, -4.45169, -2.58961], [2.02299, -2.09244, 1.16609], [1.75236, -4.16067, 2.40947]], "e_homo_ev": -0.19, "charge": -2, "lumo_energy_ev": 3.44, "gap_ev": 3.6278}

***

(4)
{"formula": "C26H35N3O3", "method": "ωB97M-V/def2-TZVPD", "symbols": ["C", "C", "O", "C", "C", "C", "C", "C", "C", "H", "H", "C", "N", "C", "H", "C", "N", "C", "H", "C", "C", "H", "H", "C", "O", "H", "H", "H", "H", "H", "C", "C", "C", "C", "C", "C", "C", "C", "C", "N", "H", "H", "H", "O", "C", "H", "H", "H", "H", "C", "H", "H", "H", "H", "H", "H", "H", "H", "H", "H", "H", "H", "H", "H", "H", "H", "H"], "positions_angstrom": [[4.40882, -6.41083, 3.81342], [3.16559, -7.29649, 3.80262], [2.03935, -6.66214, 4.37090], [1.36595, -5.71024, 3.66374], [1.60686, -5.35457, 2.34052], [0.82945, -4.38454, 1.73337], [-0.19120, -3.74243, 2.41806], [-0.42512, -4.09890, 3.73989], [0.33717, -5.06966, 4.35501], [0.15726, -5.35292, 5.38015], [-1.21385, -3.61195, 4.29582], [-1.01609, -2.68862, 1.72627], [-0.16115, -1.78335, 0.98314], [0.62135, -0.92670, 1.85135], [1.13520, -1.56164, 2.57800], [1.65307, -0.15313, 1.03513], [0.97273, 0.59250, -0.00139], [0.28613, -0.33475, -0.87960], [-0.16358, 0.21236, -1.70749], [-0.81220, -1.04604, -0.08785], [-1.87864, -0.02982, 0.36865], [-2.47056, -0.46576, 1.17560], [-1.37233, 0.86023, 0.74501], [-2.84567, 0.37684, -0.74538], [-2.25565, 1.10257, -1.79468], [-1.81763, 1.88324, -1.42885], [-3.27751, -0.51195, -1.21432], [-3.66783, 0.96141, -0.30242], [-1.28956, -1.78747, -0.74038], [0.98383, -1.08965, -1.28532], [1.82759, 1.51586, -0.72855], [0.98458, 2.47767, -1.50013], [0.07886, 3.39247, -1.02731], [-0.48733, 4.03943, -2.16727], [-1.44342, 5.04883, -2.31326], [-1.77294, 5.45554, -3.59000], [-1.16339, 4.86782, -4.71491], [-0.22278, 3.87447, -4.58949], [0.11376, 3.46072, -3.30702], [1.00047, 2.51712, -2.87177], [1.56143, 1.92573, -3.46054], [0.23597, 3.43075, -5.46020], [-1.46401, 5.22737, -5.68587], [-2.68611, 6.43369, -3.88729], [-3.35143, 7.06404, -2.82420], [-2.65158, 7.58716, -2.16310], [-4.02228, 7.78967, -3.28202], [-3.93905, 6.35035, -2.23639], [-1.89445, 5.48564, -1.43670], [-0.24088, 3.67983, 0.40179], [0.20917, 4.62330, 0.71363], [-1.31755, 3.76421, 0.54565], [0.14084, 2.88499, 1.03625], [2.42848, 2.06297, 0.00515], [2.52168, 0.99281, -1.41244], [2.18643, 0.54235, 1.68868], [2.38358, -0.86553, 0.61044], [-0.01144, -0.21407, 2.40728], [-1.63969, -2.16867, 2.47480], [-1.68750, -3.17406, 1.00977], [1.02199, -4.10599, 0.70861], [2.38945, -5.82695, 1.76733], [2.94398, -7.64559, 2.78630], [3.33062, -8.17259, 4.43651], [4.63327, -6.10517, 4.83226], [5.25595, -6.96229, 3.41459], [4.25356, -5.51708, 3.21404]], "e_homo_ev": -7.75, "charge": 0, "smiles": "CCOc1ccc(CN2CCN(Cc3[nH]c4ccc(OC)cc4c3C)C[C@@H]2CCO)cc1", "lumo_energy_ev": 0.78, "gap_ev": 8.5304}

***

The records above yield DFT total energy values of -105945.3875 -51430.0299 -53297.5013 -38142.5959 eV, respectively.